1.
This record from OMol25 describes the ion C3H6N with charge +1 in a non-equilibrium geometry. The level of theory is ωB97M-V with the def2-TZVPD basis set.

Geometry as ORCA input:
```
! wB97M-V def2-TZVPD RIJCOSX def2/J DEFGRID3
* xyz 1 1
C -1.22374 -0.38268 -0.96178
C -0.19605 0.47528 -0.78974
N 0.82519 0.16323 0.20530
C 0.58753 -0.05697 1.46791
H -1.33810 -1.18488 -0.31284
H -2.02831 -0.50072 -1.73920
H 0.02255 1.35915 -1.41187
H 1.69374 -0.17078 -0.18969
H 1.34293 -0.54704 2.07833
H -0.47552 -0.31210 1.83988
*
```

LUMO: -6.1 eV
energy relative to the best compared isomer or geometry (same formula, charge and spin): 24.22 kcal per mole
HOMO energy: -15.686 eV
total energy: -4689.06653 eV

=====

2.
This record from OMol25 describes a cluster of 2 separate species, C3H6N in total in a non-equilibrium geometry. The level of theory is ωB97M-V with the def2-TZVPD basis set.

Geometry as ORCA input:
```
! wB97M-V def2-TZVPD RIJCOSX def2/J DEFGRID3
* xyz 1 1
C -2.10942 0.20496 0.21587
C 1.17358 -0.51967 -0.10845
C -0.92957 -0.47408 -0.16467
N 1.91648 0.47257 0.23976
H -2.02756 0.93455 0.94689
H -3.10922 0.10078 -0.18484
H 1.68931 -1.28632 -0.76407
H -0.96246 -1.27446 -0.89600
H 1.36164 1.40074 0.52770
H 2.99721 0.44093 0.18781
*
```

LUMO: -5.4 eV
energy relative to the best compared isomer or geometry (same formula, charge and spin): 84.67 kcal per mole
HOMO energy: -14.958 eV
total energy: -4686.44497 eV

=====

3.
This record from OMol25 describes the ion C3H6N with charge +1 in a non-equilibrium geometry. The level of theory is ωB97M-V with the def2-TZVPD basis set.

Geometry as ORCA input:
```
! wB97M-V def2-TZVPD RIJCOSX def2/J DEFGRID3
* xyz 1 1
C 2.31488 -0.03835 -0.20700
C 0.91117 0.23442 0.09198
N -0.63381 0.47134 0.47914
C -1.59329 -0.27820 -0.24539
H 2.73341 -0.81167 0.59648
H 2.78858 0.71659 -0.85571
H -0.99272 1.10050 1.18638
H -2.51748 0.33308 -0.06688
H -1.29623 -0.45158 -1.36581
H -1.71452 -1.27611 0.38680
*
```

LUMO (spin up / spin down): -6.4 / -6.4 eV
energy relative to the best compared isomer or geometry (same formula, charge and spin): 107.43 kcal per mole
HOMO energy (spin up / spin down): -15.927 / -15.927 eV
total energy: -4685.45807 eV

=====

4.
This record from OMol25 describes a cluster of 2 separate species, C3H6N2 in total in a non-equilibrium geometry. The level of theory is ωB97M-V with the def2-TZVPD basis set.

Geometry as ORCA input:
```
! wB97M-V def2-TZVPD RIJCOSX def2/J DEFGRID3
* xyz 0 1
H 0.10147 0.12813 2.16328
N 0.86791 0.02319 1.51269
C 0.94765 -0.76041 0.46193
C 2.08539 -0.78675 -0.63031
H 0.04425 -1.43829 0.22620
H 2.56838 -1.80189 -0.29522
H 2.74663 -0.06512 -0.44606
H 1.29198 -0.49960 -1.51723
C -2.31612 1.58802 -1.23502
N -1.41081 0.94874 -1.72848
H -3.04752 1.98405 -0.59979
*
```

LUMO: 0.9 eV
energy relative to the best compared isomer or geometry (same formula, charge and spin): 77.98 kcal per mole
HOMO energy: -9.065 eV
total energy: -6185.16341 eV

=====

5.
This record from OMol25 describes the molecule C3H6N2 in a non-equilibrium geometry. The level of theory is ωB97M-V with the def2-TZVPD basis set.

Geometry as ORCA input:
```
! wB97M-V def2-TZVPD RIJCOSX def2/J DEFGRID3
* xyz 0 1
C 1.57643 -0.79681 0.15538
N 1.14271 0.48638 -0.36895
C -0.09092 0.95138 0.24673
C -1.26834 0.05061 0.05483
N -2.16094 -0.66862 -0.12483
H 1.76426 -0.71693 1.23740
H 0.83887 -1.59764 0.00897
H 2.50915 -1.10064 -0.32135
H 1.01307 0.43871 -1.37695
H -0.37380 1.92928 -0.15806
H 0.07305 1.09183 1.32481
*
```

LUMO: 0.9 eV
energy relative to the best compared isomer or geometry (same formula, charge and spin): 18.08 kcal per mole
HOMO energy: -9.836 eV
total energy: -6187.76108 eV

=====

6.
This record from OMol25 describes the molecule C3H6N2 in a non-equilibrium geometry. The level of theory is ωB97M-V with the def2-TZVPD basis set.

Geometry as ORCA input:
```
! wB97M-V def2-TZVPD RIJCOSX def2/J DEFGRID3
* xyz 0 1
C 1.55384 -0.07828 -0.01227
N 0.26369 -0.67137 0.28482
C -0.72221 0.13160 -0.41180
C -2.06971 -0.05100 0.13900
N -3.11974 -0.18425 0.60394
H 1.85355 -0.35543 -1.02864
H 2.31180 -0.43185 0.68957
H 1.47894 1.02949 0.00559
H 0.08087 -0.66382 1.28357
H -0.42858 1.20320 -0.36855
H -0.72255 -0.14141 -1.47495
*
```

LUMO: 0.8 eV
energy relative to the best compared isomer or geometry (same formula, charge and spin): 22.17 kcal per mole
HOMO energy: -9.828 eV
total energy: -6187.58345 eV

=====

7.
This record from OMol25 describes the molecule C3H6N2 in a non-equilibrium geometry. The level of theory is ωB97M-V with the def2-TZVPD basis set.

Geometry as ORCA input:
```
! wB97M-V def2-TZVPD RIJCOSX def2/J DEFGRID3
* xyz 0 1
H -2.56867 0.65411 -1.00130
N -2.43923 0.14050 -0.05858
C -1.26355 -0.19001 0.16281
N -0.03529 -0.07056 -0.71430
C 1.12225 0.80804 0.13029
C 1.06490 -0.65461 -0.03020
H -1.22491 -0.44877 1.29599
H 1.27476 1.37133 0.96544
H 1.81262 1.16511 -0.76974
H 0.75546 -1.41611 0.77955
H 1.50166 -1.35902 -0.75995
*
```

LUMO: 1.0 eV
energy relative to the best compared isomer or geometry (same formula, charge and spin): 92.91 kcal per mole
HOMO energy: -9.918 eV
total energy: -6184.51597 eV

=====

8.
This record from OMol25 describes the molecule C3H6N2 in a non-equilibrium geometry. The level of theory is ωB97M-V with the def2-TZVPD basis set.

Geometry as ORCA input:
```
! wB97M-V def2-TZVPD RIJCOSX def2/J DEFGRID3
* xyz 0 1
C 1.21819 -0.03733 0.18413
C -0.15425 -0.08663 -0.47350
N -1.02678 -0.99346 0.11408
C -0.86799 1.56458 -0.60029
N -0.74318 1.90651 0.51383
H 1.79888 0.79160 -0.21980
H 1.15888 0.08628 1.27090
H 1.74270 -0.97747 -0.03032
H -0.10068 -0.22146 -1.54036
H -1.92489 -1.05851 -0.34455
H -1.13538 -0.90290 1.11802
*
```

LUMO: 0.3 eV
energy relative to the best compared isomer or geometry (same formula, charge and spin): 52.86 kcal per mole
HOMO energy: -10.153 eV
total energy: -6186.25279 eV

=====

9.
This record from OMol25 describes the molecule C3H6N2 in a non-equilibrium geometry. The level of theory is ωB97M-V with the def2-TZVPD basis set.

Geometry as ORCA input:
```
! wB97M-V def2-TZVPD RIJCOSX def2/J DEFGRID3
* xyz 0 1
C -1.24069 -0.55410 1.19384
N -1.38078 0.52819 0.52254
N -0.37122 0.85321 -0.52169
C 1.05499 0.75343 -0.24137
C 0.43001 -0.20888 -1.14662
H -2.03853 -0.76658 1.92609
H -0.43422 -1.24146 1.08440
H 1.68440 1.57894 -0.53601
H 1.41993 0.40966 0.75018
H 0.64110 -0.09585 -2.21414
H 0.23502 -1.25656 -0.81723
*
```

LUMO: 1.1 eV
energy relative to the best compared isomer or geometry (same formula, charge and spin): 78.20 kcal per mole
HOMO energy: -9.153 eV
total energy: -6185.15375 eV

=====

10.
This record from OMol25 describes the molecule C3H6N2O. The level of theory is ωB97M-V with the def2-TZVPD basis set.

Geometry as ORCA input:
```
! wB97M-V def2-TZVPD RIJCOSX def2/J DEFGRID3
* xyz 0 1
N -0.75172 -1.04529 -1.38411
C 0.24725 -0.12822 -1.13293
O 0.70192 0.62318 -1.97157
N 0.71434 -0.10311 0.19356
C 0.58033 1.14012 0.90624
C -0.15839 -0.07896 1.35089
H -0.80669 -1.88455 -0.82507
H -0.93924 -1.17244 -2.36778
H 1.45548 1.50785 1.43730
H -0.01028 1.90058 0.39940
H 0.20022 -0.63863 2.21381
H -1.23321 -0.12052 1.18026
*
```

LUMO: 0.9 eV
energy relative to the best compared isomer or geometry (same formula, charge and spin): 28.74 kcal per mole
HOMO energy: -9.847 eV
total energy: -8235.45226 eV

=====

11.
This record from OMol25 describes the molecule C3H6N2O in a non-equilibrium geometry. The level of theory is ωB97M-V with the def2-TZVPD basis set.

Geometry as ORCA input:
```
! wB97M-V def2-TZVPD RIJCOSX def2/J DEFGRID3
* xyz 0 1
N 0.56777 -0.09568 -3.10243
C 0.05051 -0.13034 -2.06894
C -0.55373 -0.17568 -0.72129
O -1.31017 0.97944 -0.51609
C 0.58343 -0.28068 0.33593
N 0.09621 0.26099 1.59925
H -1.18553 -1.07774 -0.67307
H -1.21230 1.14306 0.44491
H 1.42979 0.32153 -0.00409
H 0.92249 -1.32139 0.40428
H -0.18428 -0.46092 2.25203
H 0.79581 0.83740 2.04951
*
```

LUMO: 0.6 eV
energy relative to the best compared isomer or geometry (same formula, charge and spin): 32.24 kcal per mole
HOMO energy: -10.550 eV
total energy: -8235.30077 eV

=====

12.
This record from OMol25 describes a cluster of 2 separate species, C3H6N2O in total in a non-equilibrium geometry. The level of theory is ωB97M-V with the def2-TZVPD basis set.

Geometry as ORCA input:
```
! wB97M-V def2-TZVPD RIJCOSX def2/J DEFGRID3
* xyz 0 1
N 2.18263 -1.31097 0.01947
N 2.26348 -0.38664 -0.58256
O 2.36414 0.56751 -1.21726
C -0.36538 1.44272 0.13032
C -0.57899 0.26949 0.69771
C -1.14363 -0.91747 -0.00811
H -0.60981 1.62273 -0.90428
H 0.05675 2.27351 0.66814
H -0.33290 0.11523 1.74083
H -2.07823 -1.22079 0.45006
H -0.44415 -1.75203 0.06494
H -1.31393 -0.70324 -1.05925
*
```

LUMO: 1.2 eV
energy relative to the best compared isomer or geometry (same formula, charge and spin): 75.36 kcal per mole
HOMO energy: -9.788 eV
total energy: -8233.43082 eV

=====

13.
This record from OMol25 describes a cluster of 2 separate species, C3H6N2O in total in a non-equilibrium geometry. The level of theory is ωB97M-V with the def2-TZVPD basis set.

Geometry as ORCA input:
```
! wB97M-V def2-TZVPD RIJCOSX def2/J DEFGRID3
* xyz 0 1
C 0.97249 -0.63505 0.08772
C 0.81086 -0.51100 -1.25562
N -0.54606 -0.62095 -1.45686
C -1.16098 -0.60130 -0.24979
N -0.25245 -0.63728 0.71316
H 1.89746 -0.78981 0.61689
H 1.52784 -0.34833 -2.03941
H -0.94772 -0.49878 -2.36584
H -2.16127 -0.30622 0.00503
O 0.16931 2.21844 1.67700
H -0.20162 1.34344 1.72888
H 0.76527 2.26523 2.42164
*
```

LUMO: 0.9 eV
energy relative to the best compared isomer or geometry (same formula, charge and spin): 23.75 kcal per mole
HOMO energy: -9.038 eV
total energy: -8235.66872 eV

=====

14.
This record from OMol25 describes a cluster of 3 separate species, C3H6N2O in total in a non-equilibrium geometry. The level of theory is ωB97M-V with the def2-TZVPD basis set.

Geometry as ORCA input:
```
! wB97M-V def2-TZVPD RIJCOSX def2/J DEFGRID3
* xyz 0 1
N 2.41789 0.22351 -1.82886
C 1.91862 0.52695 -0.82481
C 1.25939 0.96412 0.42194
O 1.50251 0.48771 1.49422
H 0.53062 1.78631 0.30336
H -0.42368 -1.66646 1.56531
H 0.11360 -1.42491 2.04543
C -1.22703 -0.11525 -0.96104
N -1.79104 -0.86592 -0.04615
H -0.66651 -0.56369 -1.76583
H -1.27188 0.97072 -0.97849
H -2.36248 -0.32309 0.57493
*
```

LUMO: -0.9 eV
energy relative to the best compared isomer or geometry (same formula, charge and spin): 95.30 kcal per mole
HOMO energy: -10.768 eV
total energy: -8232.56597 eV

=====

15.
This record from OMol25 describes a cluster of 2 separate species, C3H6N2O in total in a non-equilibrium geometry. The level of theory is ωB97M-V with the def2-TZVPD basis set.

Geometry as ORCA input:
```
! wB97M-V def2-TZVPD RIJCOSX def2/J DEFGRID3
* xyz 0 1
N -1.12841 0.95479 -1.73492
C -0.31652 0.04314 -1.67758
N 0.34955 -0.98005 -1.76430
H -1.11666 1.74728 -1.11815
H 1.03650 -0.91112 -2.50695
C -0.48271 0.11922 1.19893
C 1.06732 -0.41098 1.04169
O 1.93876 -0.63846 0.24323
H -1.28945 0.56763 0.58202
H -0.35907 0.83630 2.01603
H -0.97347 -0.76514 1.62433
H 1.30155 -0.59674 2.09592
*
```

LUMO: 0.8 eV
energy relative to the best compared isomer or geometry (same formula, charge and spin): 74.08 kcal per mole
HOMO energy: -9.661 eV
total energy: -8233.48622 eV

=====

16.
This record from OMol25 describes a cluster of 2 separate species, C3H6N2O in total in a non-equilibrium geometry. The level of theory is ωB97M-V with the def2-TZVPD basis set.

Geometry as ORCA input:
```
! wB97M-V def2-TZVPD RIJCOSX def2/J DEFGRID3
* xyz 0 1
C 0.55871 0.54691 0.66114
C -0.19282 -0.49540 1.15529
N -1.41533 -0.34261 0.54997
C -1.41575 0.84378 -0.11484
N -0.22416 1.42246 -0.04814
H 1.56511 0.82514 0.92425
H -0.15075 -1.05335 2.07936
H -2.13712 -1.02631 0.57444
H -2.23336 1.06942 -0.78350
O 2.20324 -0.47684 -1.65245
H 1.97791 -1.17322 -2.23576
H 1.46434 -0.13998 -1.10976
*
```

LUMO: 0.7 eV
energy relative to the best compared isomer or geometry (same formula, charge and spin): 30.74 kcal per mole
HOMO energy: -9.190 eV
total energy: -8235.36589 eV

=====

17.
This record from OMol25 describes a cluster of 2 separate species, C3H6N2O in total in a non-equilibrium geometry. The level of theory is ωB97M-V with the def2-TZVPD basis set.

Geometry as ORCA input:
```
! wB97M-V def2-TZVPD RIJCOSX def2/J DEFGRID3
* xyz 0 1
C 1.11333 -0.48520 1.20152
N 0.32273 -0.29291 0.01036
C -0.92912 -0.49234 0.02237
N -1.69930 -0.28795 -1.09940
C 0.78651 1.75049 -1.52384
O 1.78386 2.02924 -1.05022
H 1.81175 0.35648 1.29657
H 1.72591 -1.39108 1.11432
H 0.52990 -0.54616 2.13502
H -1.48546 -0.87058 0.89099
H -2.68391 -0.12444 -0.95324
H -1.25750 0.32986 -1.77100
*
```

LUMO: 1.1 eV
energy relative to the best compared isomer or geometry (same formula, charge and spin): 32.05 kcal per mole
HOMO energy: -9.065 eV
total energy: -8235.30912 eV

=====

18.
This record from OMol25 describes the molecule C3H6N2O in a non-equilibrium geometry. The level of theory is ωB97M-V with the def2-TZVPD basis set.

Geometry as ORCA input:
```
! wB97M-V def2-TZVPD RIJCOSX def2/J DEFGRID3
* xyz 0 1
N -0.57954 2.45225 1.42221
C -0.37030 1.35610 1.11842
C -0.15012 -0.01863 0.64155
N -1.40269 -0.55213 0.11126
C 1.01926 -0.01190 -0.36701
O 1.19786 -1.30199 -0.90962
H 0.17088 -0.63720 1.49107
H -2.09062 0.16916 -0.07247
H -1.23604 -1.07927 -0.73996
H 0.84356 0.73994 -1.14975
H 1.94159 0.25728 0.16089
H 0.65616 -1.37361 -1.70658
*
```

LUMO: 0.5 eV
energy relative to the best compared isomer or geometry (same formula, charge and spin): 36.21 kcal per mole
HOMO energy: -10.073 eV
total energy: -8235.12860 eV

=====

19.
This record from OMol25 describes the molecule C3H6N2O. The level of theory is ωB97M-V with the def2-TZVPD basis set.

Geometry as ORCA input:
```
! wB97M-V def2-TZVPD RIJCOSX def2/J DEFGRID3
* xyz 0 1
C -0.06005 -0.19508 -2.26580
N -0.40041 0.50065 -1.03173
C -0.01447 -0.03383 0.04496
N -0.27299 0.55719 1.27428
C 0.18226 0.07953 2.47897
O -0.00823 0.61842 3.54514
H 1.01760 -0.40715 -2.32910
H -0.61421 -1.13837 -2.36391
H -0.32962 0.43491 -3.11898
H 0.53733 -0.98290 0.12424
H -0.78697 1.43120 1.27003
H 0.74976 -0.86459 2.37189
*
```

LUMO: 1.0 eV
energy relative to the best compared isomer or geometry (same formula, charge and spin): 22.48 kcal per mole
HOMO energy: -9.739 eV
total energy: -8235.72371 eV

=====

20.
This record from OMol25 describes the molecule C3H6N2O in a non-equilibrium geometry. The level of theory is ωB97M-V with the def2-TZVPD basis set.

Geometry as ORCA input:
```
! wB97M-V def2-TZVPD RIJCOSX def2/J DEFGRID3
* xyz 0 1
N -2.24012 -1.49137 -0.75714
C -1.22098 -1.15038 -0.32780
C 0.04203 -0.54569 0.16335
N 1.13317 -0.60077 -0.79796
C -0.35017 0.89372 0.56273
O 0.67624 1.60410 1.19356
H 0.36342 -1.08230 1.06314
H 1.54270 -1.53096 -0.81154
H 0.80079 -0.41028 -1.73945
H -0.72758 1.41273 -0.33058
H -1.18700 0.82316 1.26517
H 1.16750 2.07804 0.51651
*
```

LUMO: 0.7 eV
energy relative to the best compared isomer or geometry (same formula, charge and spin): 33.08 kcal per mole
HOMO energy: -10.466 eV
total energy: -8235.26404 eV